DFT (wB97M-V/def2-TZVPD) results for a 2-piece molecular cluster, C18H32BrClIN2O3P overall at a distorted geometry.

ORCA input file:
```
! wB97M-V def2-TZVPD RIJCOSX def2/J DEFGRID3
* xyz 0 1
C 1.1132 0.0624 -3.1019
H 1.7131 1.8971 5.1079
H 1.9315 2.9187 1.9757
H 2.6456 1.4617 1.2054
H -0.3314 1.3367 -4.8307
P -3.3922 -1.6900 -0.5141
N -1.0843 -0.1386 2.4865
H 3.3370 -2.4469 -2.1448
H -2.2739 1.4864 -3.5821
C -2.4244 1.5618 1.9819
C 2.3970 -1.8934 -2.0439
C 0.3344 -2.5624 0.8949
Br 3.7127 1.7797 -1.1722
H -1.1769 -2.9083 2.4354
C 1.9220 1.8251 1.9371
H 0.3977 -0.1632 -2.3070
C 0.0441 -0.6191 3.3649
H 0.0898 -1.7453 -1.0584
C 0.6748 -1.5134 -0.1663
H -1.2079 1.3165 -2.1961
C 1.2740 1.5146 4.1811
H 2.6298 -2.4300 0.0589
H 0.5153 -0.4994 0.2184
H 0.6312 2.3245 3.8102
H 0.7068 -0.3573 -4.0300
H 3.3101 0.0729 -2.3826
O -2.9715 -0.9009 -1.8827
H 2.8887 -0.8655 -3.8388
I -4.5913 1.6195 -0.1464
C -1.4211 1.9411 -3.0720
C -1.5816 -1.0000 1.6038
H -1.7760 -2.9709 0.8025
H 0.9354 -0.7968 2.7673
H 0.4044 -3.5568 0.4457
O -5.0229 -1.5918 -0.3924
N -1.4560 1.0969 2.7062
H -5.3802 -0.9120 -0.9890
H 0.9170 -0.2935 5.2437
H -0.3153 -1.5515 3.8013
H -0.5356 0.6337 5.0540
H 0.9196 1.5181 1.5908
H 1.5955 -2.5351 -2.4379
C 1.1096 1.6136 -3.2200
C -2.6444 -0.5355 0.7736
H 1.0277 1.9798 -2.2002
C -3.0424 0.7667 0.9951
C 0.3643 0.3187 4.5207
H 1.0329 -2.5746 1.7331
C 2.5033 -0.5837 -2.8461
H 2.0170 1.9786 -3.6932
C -0.1697 2.0177 -3.9923
H -3.6156 -1.0715 -2.5862
H 2.6637 -0.6896 -0.2260
H -0.0720 3.0563 -4.3185
C -1.1109 -2.4164 1.4575
Cl -2.9118 3.1815 2.2487
O 2.2279 1.2248 3.1935
H -1.6695 2.9315 -2.6832
C 2.1914 -1.6234 -0.5405
*
```

Summary:
Kohn-Sham gap   3.44 eV
Largest force on an atom   2.10 eV/A
Lowest unoccupied orbital energy   -2.5 eV
HOMO level   -5.970 eV
Electronic energy   -4713.442741 a.u.